1.
A structure of composition C20H13ClN3O6SZr, computed with wB97M-V/def2-TZVPD.

XYZ file:
```
45
Properties=species:S:1:pos:R:3:forces:R:3:nbo_charge:R:1
Zr 0.55083 -0.22521 0.53843 -0.252 -0.156 0.391 2.237
N 3.74753 -3.37084 1.41027 -0.025 0.008 0.036 -0.812
C 2.53197 -2.75667 1.21230 0.004 0.050 -0.003 0.301
S 2.19935 -1.38663 2.25524 0.023 0.005 0.027 -0.353
N 1.77871 -3.24565 0.28265 -0.031 -0.001 -0.005 -0.425
N 0.59758 -2.53484 0.11555 0.177 -0.083 -0.002 -0.373
C -0.36998 -3.21801 -0.37473 -0.050 0.104 0.025 0.151
C -1.72885 -2.72863 -0.47017 0.022 -0.033 -0.015 -0.228
C -2.66074 -3.43565 -1.24044 0.037 -0.019 -0.003 -0.147
C -3.98074 -3.05030 -1.29803 -0.021 0.024 0.010 -0.273
C -4.39625 -1.94654 -0.54710 0.003 -0.025 -0.017 -0.167
C -3.50696 -1.25310 0.24260 0.023 -0.001 0.012 -0.289
C -2.15176 -1.61785 0.28961 -0.108 0.041 0.048 0.458
O -1.31779 -0.92963 1.04082 0.130 -0.013 -0.139 -0.823
H 4.17056 -3.21137 2.30801 0.008 -0.004 -0.005 0.391
H 3.81496 -4.30756 1.04447 0.000 0.005 -0.017 0.387
H -0.15979 -4.24145 -0.68347 -0.003 -0.009 0.005 0.188
H -2.31681 -4.29676 -1.80349 -0.011 -0.001 -0.003 0.201
H -4.68647 -3.59151 -1.91362 0.004 -0.003 -0.003 0.206
H -5.43018 -1.62692 -0.58870 -0.001 0.002 0.001 0.210
H -3.81678 -0.39734 0.82869 -0.008 -0.001 -0.004 0.225
O -3.89662 3.99739 0.05888 -0.018 -0.023 0.018 -0.493
C -2.95367 3.25532 0.10505 0.039 0.067 -0.032 0.397
C -1.97417 3.10584 1.27376 0.033 0.015 0.038 0.386
O -2.03297 3.69586 2.32753 0.010 0.007 -0.011 -0.528
C -1.00986 2.10185 0.82060 -0.013 -0.035 -0.047 0.219
C -1.32668 1.62518 -0.44900 0.026 0.100 0.057 0.269
O -0.58888 0.69508 -0.99221 -0.026 0.087 -0.148 -0.802
C -2.50764 2.29005 -0.99648 -0.010 -0.047 -0.037 0.369
O -3.05102 2.13586 -2.06713 0.018 0.008 0.000 -0.537
O 0.02588 1.62017 1.45264 -0.039 -0.121 0.029 -0.783
Cl 2.92789 5.38711 1.00853 -0.001 0.002 -0.001 -0.024
C 2.77564 3.76916 0.37716 0.004 -0.017 -0.001 -0.048
C 2.04316 3.55372 -0.78362 0.000 0.003 -0.005 -0.217
C 1.91712 2.27245 -1.27697 -0.029 -0.005 -0.004 -0.193
C 2.51343 1.16641 -0.63845 0.077 0.098 -0.035 -0.092
C 2.19814 -0.20972 -1.04402 -0.032 -0.101 -0.085 -0.936
C 3.26018 1.43156 0.52188 -0.002 0.016 -0.083 -0.182
C 3.39187 2.71992 1.02532 0.011 0.025 0.024 -0.235
H 1.56758 4.38650 -1.28421 0.002 0.003 0.004 0.224
H 1.32095 2.09981 -2.16388 0.000 0.000 0.002 0.229
H 1.83994 -0.30664 -2.06667 0.006 0.023 -0.008 0.233
H 2.97473 -0.93686 -0.81216 0.023 0.015 -0.027 0.230
H 3.75115 0.61309 1.03073 0.001 -0.003 0.010 0.227
H 3.96549 2.90336 1.92382 -0.001 -0.007 0.001 0.221
```
Positions in Å, forces in eV/Å.

Output
- Spin multiplicity: 1
- LUMO energy: 2.32 eV
- Total charge: -1
- Largest force on an atom: 0.49 eV/Å


2.
A cluster of 2 separate species, C8H12ClN3O in total in a non-equilibrium geometry, computed with wB97M-V/def2-TZVPD.

XYZ file:
```
25
Properties=species:S:1:pos:R:3:forces:R:3:nbo_charge:R:1
C 2.55256 1.24442 -0.36935 -1.300 -1.076 -0.642 0.157
C 1.26725 1.58164 1.24515 -0.126 -1.210 -1.394 0.193
C -1.97855 0.82758 -1.56369 1.379 1.730 1.006 -0.441
C -1.61612 1.97852 -0.57096 -0.079 3.304 1.265 -0.483
C -1.94036 0.65847 -0.09191 1.865 -2.743 0.245 -0.066
C 0.88339 -2.79876 0.65156 2.671 2.417 -1.888 -0.611
C -0.09053 -0.51769 0.92481 -3.668 2.648 -0.094 0.072
C -0.20223 -1.78666 0.21270 3.062 -0.771 -1.489 0.029
N 2.26161 2.14634 0.58147 -0.076 -0.177 0.912 -0.464
N 1.75592 0.20294 -0.43800 -0.500 -0.264 1.409 -0.321
N 0.92399 0.34781 0.66169 2.333 2.580 -0.256 -0.243
O -0.05930 -1.63220 -1.19688 -1.671 -1.226 -0.081 -0.727
Cl -3.29134 -0.03828 0.72496 -0.271 0.490 0.352 0.000
H 3.25542 1.21076 -1.15723 1.074 1.013 -0.327 0.209
H 0.72630 2.02701 2.05531 -0.102 -0.100 0.303 0.219
H -2.88386 1.00963 -2.09069 -0.820 -0.268 -0.135 0.222
H -1.14624 0.57524 -2.17817 0.326 -0.655 -0.274 0.225
H -0.53312 2.41532 -0.39634 -1.940 -1.290 -0.613 0.233
H -2.36448 2.86533 -0.37690 1.281 -1.939 -0.548 0.229
H 1.89419 -2.21037 0.64470 -1.493 -1.190 -0.669 0.203
H 1.01964 -3.76164 0.15191 -0.515 0.493 -0.379 0.233
H 0.83602 -2.95326 1.64366 -0.730 -0.978 3.733 0.194
H -0.60522 -0.34801 1.89467 0.730 -0.407 -0.688 0.244
H -1.12881 -2.16175 0.49418 -2.049 -0.789 -0.172 0.200
H 0.46388 -0.88240 -1.45666 0.619 0.409 0.426 0.494
```
Positions in Å, forces in eV/Å.

Output
- Spin multiplicity: 1
- LUMO energy (spin up / spin down): -0.44 / -0.44 eV
- Total charge: 0
- Largest force on an atom: 4.52 eV/Å


3.
The molecule CHNO4 in a non-equilibrium geometry, computed with wB97M-V/def2-TZVPD.

XYZ file:
```
7
Properties=species:S:1:pos:R:3:forces:R:3:nbo_charge:R:1
O -0.64421 0.91776 1.38307 0.478 -0.046 1.213 -0.446
C 0.07751 0.55703 0.53078 -1.539 2.652 1.284 0.620
O 0.82025 1.50019 -0.21631 1.320 0.292 1.232 -0.377
N 0.16753 1.51084 -1.40507 2.820 0.621 -0.967 0.739
O 0.79359 1.92149 -2.31971 0.250 0.714 -0.771 -0.321
O -0.88967 1.03035 -1.35246 -4.000 -1.045 -1.071 -0.352
H 0.03963 -0.34634 0.06764 0.671 -3.188 -0.920 0.135
```
Positions in Å, forces in eV/Å.

Output
- Spin multiplicity: 1
- LUMO energy: 0.00 eV
- Structure (SMILES): O=CO[N+](=O)[O-]
- Total charge: 0
- Largest force on an atom: 4.27 eV/Å


Table of relative energy (zero: lowest compared OMol25 entry of this formula, charge and spin) (kJ/mol), in record order: 16.6, 280.2, 297.3